*A*
Molecular formula: C9H10
Method: DFT, ωB97M-V/def2-TZVPD

Summary:
**SMILES**: C=CCc1ccccc1
**Charge**: 0
**Gap between HOMO and LUMO**: 10.2 eV
**LUMO energy**: 0.037 Ha

Cartesian coordinates (Å):
C -1.4880 0.1917 0.7277
H -4.0362 -0.0582 -1.1709
H 2.6132 2.2545 -0.4110
H 3.8097 -0.3130 -0.4382
C 0.5619 -1.1919 0.2286
C -2.3357 -0.0553 -0.5357
C 2.1825 1.1619 -0.2258
C 1.9309 -1.2585 -0.0356
H 0.0480 -1.8972 0.3321
C -3.6589 -0.0761 -0.4245
H -4.1789 0.2839 0.5863
C 2.7007 -0.1516 -0.3544
C 0.7561 1.2309 0.1125
C 0.0326 0.0933 0.4088
H -1.7881 -0.4299 -1.2006
H -1.9373 -0.5863 1.4673
H -1.4649 1.0236 1.0800
H 2.4366 -2.2542 0.0058
H 0.4058 2.3102 0.3400

---

*B*
Molecular formula: C9H10
Method: DFT, ωB97M-V/def2-TZVPD

Summary:
**SMILES**: C=C1C=CC=CC(C)=C1
**Charge**: 0
**Gap between HOMO and LUMO**: 8.2 eV
**LUMO energy**: 0.017 Ha

Cartesian coordinates (Å):
H 2.7502 1.0401 2.1889
C -1.3701 -0.9367 -0.5560
H -2.3526 1.5769 -1.9476
H -2.3277 -0.9914 -1.1362
H -1.2158 0.7319 -3.1973
C -1.2128 -1.7741 0.5053
H -1.9693 -2.6240 0.6292
H -0.6577 2.0319 -2.4060
C 1.2043 0.3933 0.8247
C 2.0699 1.2331 1.4202
C -0.5910 0.3125 -1.0491
H 2.2946 2.3109 1.1784
C 0.4211 0.7970 -0.3426
C -1.2875 1.1656 -2.1664
C 0.1306 -1.9180 1.2831
H 0.7079 1.8520 -0.5453
H 1.9608 -1.1885 2.1875
H 0.3435 -3.0279 1.6506
C 1.1016 -0.9846 1.4788

---

Order of stability, best first: *B*, *A*

---

*A*
Molecular formula: C5H14N
Method: DFT, ωB97M-V/def2-TZVPD

Summary:
**Charge**: 0
**Spin multiplicity**: 2
**Gap between HOMO and LUMO (spin up / spin down)**: 11.0 / 9.7 eV
**LUMO energy (spin up / spin down)**: 0.040 / -0.013 Ha

Cartesian coordinates (Å):
H 2.6889 -0.7482 0.6224
C -0.6025 0.2688 1.0270
H -1.0098 0.9843 -1.7811
H 0.9901 0.7621 -0.3434
H -0.8115 -0.5892 1.6716
C 1.8146 -0.4356 1.1901
H 4.0467 -2.9974 -4.7451
H -0.4456 1.1602 1.6389
H 1.2256 -1.3408 -1.2044
H 2.1085 0.4380 1.7650
H -2.5517 1.8479 -1.4063
C -1.6126 1.4642 -1.0139
C 0.6630 -0.1078 0.2404
H 4.3529 -3.3065 -4.1444
H -1.0134 2.3444 -0.7296
H 1.5561 -1.2315 1.8769
N 0.3837 -1.2126 -0.6389
H -2.0504 -0.4592 -0.3261
H -2.7092 0.7849 0.7470
C -1.8445 0.4954 0.1595

---

*B*
Molecular formula: C5H14N
Method: DFT, ωB97M-V/def2-TZVPD

Summary:
**Charge**: 0
**Spin multiplicity**: 2
**Gap between HOMO and LUMO (spin up / spin down)**: 7.0 / 11.8 eV
**LUMO energy (spin up / spin down)**: 0.039 / 0.039 Ha

Cartesian coordinates (Å):
N 1.6439 -1.7855 -0.3593
H -1.1879 1.7666 2.3229
H 0.8680 -1.1623 -0.2011
C 1.8199 -2.4436 -1.5459
H 2.2154 -1.9100 0.4551
C -1.7095 -0.1938 0.5828
H 2.6996 -3.0387 -1.7150
C -0.4812 0.7254 0.5791
H -0.4746 1.7768 -1.3162
C 0.0850 0.9856 -0.8107
H 1.1329 -2.2516 -2.3516
H -2.6044 0.3448 0.2627
H 0.0173 0.1413 -1.4990
H 0.1916 2.5766 1.4865
H 1.1366 1.2625 -0.7401
H 0.2593 0.1770 1.1782
C -0.7328 2.0148 1.3651
H -1.8938 -0.5719 1.5861
H -1.4376 2.6312 0.8000
H -1.5477 -1.0451 -0.0797

---

Order of stability, best first: *B*, *A*

---

*A*
Molecular formula: CH3FN2O2
Method: DFT, ωB97M-V/def2-TZVPD

Summary:
**SMILES**: N=C=O.ONF
**Charge**: 0
**Gap between HOMO and LUMO**: 11.5 eV
**LUMO energy**: 0.030 Ha

Cartesian coordinates (Å):
H -2.4619 0.7069 -0.1876
H -1.1686 -1.5121 -0.0144
O 0.9788 -0.9798 0.8664
N 2.2010 0.4124 -0.5738
F -0.9805 1.2428 0.5842
H 3.0779 0.7960 -0.8319
N -1.9171 0.2178 0.4344
C 1.6187 -0.2354 0.2135
O -1.3483 -0.6487 -0.4907

---

*B*
Molecular formula: CH3FN2O2
Method: DFT, ωB97M-V/def2-TZVPD

Summary:
**SMILES**: NC(=O)N(O)F
**Charge**: 0
**Gap between HOMO and LUMO**: 11.0 eV
**LUMO energy**: 0.029 Ha

Cartesian coordinates (Å):
F -1.0601 -1.3729 0.3542
H -2.1761 0.9331 0.7609
N -0.8987 -0.1374 -0.4220
H 1.3003 -1.3238 -0.5660
O -1.9702 0.5905 -0.1779
O 0.5126 1.5062 0.3104
C 0.4112 0.3709 -0.0854
N 1.4691 -0.4161 -0.3023
H 2.4118 -0.1506 0.1282

---

Order of stability, best first: *B*, *A*

---

*A*
Molecular formula: C4H9O2
Method: DFT, ωB97M-V/def2-TZVPD

Summary:
**Charge**: 0
**Spin multiplicity**: 2
**Gap between HOMO and LUMO (spin up / spin down)**: 10.6 / 8.2 eV
**LUMO energy (spin up / spin down)**: 0.035 / -0.057 Ha

Cartesian coordinates (Å):
C -0.4635 1.0924 -1.4052
C 0.9526 0.7565 -0.3042
H -1.8568 -1.0921 1.0797
H -0.1582 -1.6863 -0.3712
O -0.5566 0.1705 -2.2832
H 0.6983 -2.0368 1.2249
O -1.2388 -1.7588 1.3792
H -0.0082 2.0230 -1.8392
C -0.0138 -1.4274 0.6687
H -0.5018 0.5888 1.1309
H 1.5899 0.3021 -1.0620
H 1.4229 1.7263 -0.1872
H 1.0127 0.0980 1.7986
C 0.4095 0.0377 0.8735
H -1.2882 1.2062 -0.7033

---

*B*
Molecular formula: C4H9O2
Method: DFT, ωB97M-V/def2-TZVPD

Summary:
**Charge**: 0
**Spin multiplicity**: 2
**Gap between HOMO and LUMO (spin up / spin down)**: 11.7 / 7.4 eV
**LUMO energy (spin up / spin down)**: 0.029 / -0.124 Ha

Cartesian coordinates (Å):
C -1.1296 -0.4500 -2.5301
H -1.4890 0.3868 -1.9396
H 1.5499 1.9000 1.6475
C -0.2652 -1.3617 -1.5793
H 1.4461 0.6207 0.6168
C 1.3851 0.8139 1.6988
H -0.7023 1.0618 1.4506
O -0.3238 -1.1196 -0.3983
H -0.6860 0.0267 -3.4008
C -0.0531 0.5676 2.1632
H -0.2700 -0.4989 2.1387
O 0.3797 -2.1678 -2.2894
H -1.9695 -1.0693 -2.8318
H 2.2888 0.3461 2.0747
H -0.1610 0.9438 3.1791

---

Order of stability, best first: *B*, *A*

---

*A*
Molecular formula: CH3O4Si
Method: DFT, ωB97M-V/def2-TZVPD

Summary:
**Charge**: -1
**Gap between HOMO and LUMO**: 7.9 eV
**LUMO energy**: 0.130 Ha

Cartesian coordinates (Å):
C 2.1476 -0.4556 0.3364
H -2.0389 0.2307 -0.2875
O -0.4034 1.2866 -0.1995
H -2.5560 0.2245 -1.6532
H -0.0950 -0.4609 1.6425
Si 0.2840 0.0339 0.3305
O 2.8116 -1.0441 -0.5505
O 2.5106 0.3708 1.2080
O -2.6603 -0.1859 -0.8268

---

*B*
Molecular formula: CH3O4Si
Method: DFT, ωB97M-V/def2-TZVPD

Summary:
**Charge**: -1
**Gap between HOMO and LUMO**: 8.1 eV
**LUMO energy**: 0.141 Ha

Cartesian coordinates (Å):
O 2.9771 0.9212 -0.7800
O -0.7411 1.2410 0.5215
C 2.0768 0.5144 -0.0722
H -1.6359 -0.7025 -1.3145
Si 0.3444 0.1422 0.5025
O 1.9152 0.6210 1.2379
O -2.4686 -0.9698 -0.9362
H -2.6717 -0.5264 -0.0947
H 0.2038 -1.2412 0.9357

---

Order of stability, best first: *B*, *A*

---

*A*
Molecular formula: C5H6N2O
Method: DFT, ωB97M-V/def2-TZVPD

Summary:
**SMILES**: O=C/C=C1\C=CNN1
**Charge**: 0
**Gap between HOMO and LUMO**: 7.9 eV
**LUMO energy**: 0.006 Ha

Cartesian coordinates (Å):
C -0.0981 -0.2791 0.0172
H 1.1050 -1.7200 -0.6282
C 1.6836 1.1615 0.0110
C -2.4739 -0.1985 0.0978
C -1.2800 -0.9607 -0.0684
H -0.3625 1.9631 -0.3456
C 0.2725 1.0981 -0.1442
H -1.4040 -2.0309 -0.4032
H -3.4183 -0.6671 0.3306
H 2.2649 2.0295 -0.0205
H 2.8686 -0.2710 0.8569
N 2.2051 -0.1535 0.0586
N 1.1242 -1.0062 0.1239
O -2.4871 1.0349 0.1141

---

*B*
Molecular formula: C5H6N2O
Method: DFT, ωB97M-V/def2-TZVPD

Summary:
**SMILES**: CN/C(C=O)=C/C#N
**Charge**: 0
**Gap between HOMO and LUMO**: 8.0 eV
**LUMO energy**: -0.024 Ha

Cartesian coordinates (Å):
H -2.8228 -1.1718 -0.4111
H -2.2389 0.4770 -0.6750
N -0.7698 -0.7435 -0.0056
H -0.5518 -1.6571 -0.0131
C 1.5181 -0.6930 -0.0867
C -2.1113 -0.3379 0.0185
C 0.3364 0.0153 -0.0845
H -2.5835 0.0520 1.0041
N 3.8594 0.3938 -0.0447
O -0.6835 2.0250 -0.2206
H 1.6203 -1.8093 -0.2350
C 0.3556 1.4620 0.0628
C 2.7601 -0.0364 -0.0536
H 1.3114 2.0239 0.7444

---

*C*
Molecular formula: C5H6N2O
Method: DFT, ωB97M-V/def2-TZVPD

Summary:
**SMILES**: [H]/N=c1\nccc(C)o1
**Charge**: 0
**Gap between HOMO and LUMO**: 8.6 eV
**LUMO energy**: -0.006 Ha

Cartesian coordinates (Å):
H -1.2809 2.4951 -0.2968
C -0.9842 1.5444 -0.0316
N -1.9427 0.6442 -0.0868
H 2.2835 -1.5308 -0.9420
H 2.7094 0.0474 -0.3847
O -0.2904 -1.0860 -0.0606
C 0.4049 1.1120 0.2188
C 2.0817 -0.8213 -0.0408
C 0.7547 -0.1917 0.1325
H 1.1415 1.9449 0.3336
H 2.5116 -1.2054 0.9900
C -1.6278 -0.6191 -0.0742
N -2.5161 -1.4445 0.1840
H -3.2451 -0.8892 0.0586

---

*D*
Molecular formula: C5H6N2O
Method: DFT, ωB97M-V/def2-TZVPD

Summary:
**SMILES**: C=Cn1nccc1O
**Charge**: 0
**Gap between HOMO and LUMO**: 9.4 eV
**LUMO energy**: 0.023 Ha

Cartesian coordinates (Å):
C -1.3499 -0.9815 0.2530
N 1.0837 -1.4697 -0.1240
C 2.1537 -0.6492 -0.1140
H 0.0239 2.4580 0.3425
H -3.3660 -0.6944 -0.0124
H -1.5321 -1.9184 0.7396
N 0.0018 -0.5724 -0.0295
H 2.6318 1.3995 0.2409
C 0.4256 0.7283 0.0277
O -0.4480 1.7323 -0.0583
H 3.0947 -1.0984 -0.3546
C 1.8051 0.7204 0.0881
C -2.3334 -0.2546 -0.2080
H -2.1911 0.6002 -0.7910

---

Order of stability, best first: *D*, *C*, *A*, *B*